(1)
Computed, not measured: a structure of composition C27H23IrN4OTe, with ωB97M-V/def2-TZVPD.

Calculated values
LUMO (spin up / spin down) ... -5.764 / -8.424 eV
Net charge ... +2
HOMO energy (spin up / spin down) ... -12.7 / -13.3 eV
Energy above the lowest of the compared OMol25 structures with the same formula, charge and spin ... 28.75 kcal per mole
⟨S²⟩ ... 6.063
Kohn-Sham gap (spin up / spin down) ... 6.973 / 4.892 eV
Spin multiplicity ... 5
Energy ... -46496.4812 eV

```
57
C27H23IrN4OTe ωB97M-V/def2-TZVPD
Ir 0.73395 -0.35881 0.77946
C 0.37095 -0.22661 5.16546
C 1.66235 -0.50881 5.59606
C 2.66855 -0.58561 4.65126
C 2.37425 -0.35641 3.30756
N 1.11325 -0.09761 2.89886
C 0.14415 -0.04131 3.81526
C 3.40855 -0.39411 2.27156
C 4.76135 -0.21981 2.56386
C 5.68875 -0.28631 1.53986
C 5.24135 -0.50411 0.24236
C 3.88045 -0.63521 0.02016
N 2.99025 -0.58681 1.00656
H -0.44585 -0.15881 5.86456
H 1.87685 -0.67351 6.64056
H 3.67365 -0.84141 4.94276
H -0.85855 0.16849 3.45296
H 5.07255 -0.00611 3.57476
H 6.74015 -0.15801 1.74996
H 5.93385 -0.56351 -0.58144
H 3.49145 -0.78811 -0.97784
O 0.59265 -0.46271 -1.32894
C 0.11585 -1.27311 -2.19354
C 0.34925 -0.98921 -3.57394
C -0.16185 -1.77191 -4.57184
C -0.95265 -2.88101 -4.25444
C -1.19555 -3.20051 -2.93254
C -0.67205 -2.44191 -1.87944
C -0.91525 -2.82621 -0.51124
N -0.46155 -2.23271 0.59976
C -0.92695 -2.94121 1.66226
C -1.68205 -3.98351 1.20396
N -1.66405 -3.89831 -0.14874
H 0.95625 -0.12461 -3.79444
H 0.03685 -1.54291 -5.60814
H -1.36715 -3.49681 -5.03834
H -1.80195 -4.07051 -2.72944
H -0.69185 -2.67621 2.67356
H -2.21255 -4.74191 1.73886
H -2.12835 -4.53831 -0.77284
C -2.25945 3.63459 0.50526
Te -1.45315 1.59249 0.76266
C -1.51545 1.63529 -1.38554
C -2.36675 2.77059 -1.83204
C -2.77545 2.86749 -3.15564
C -3.55105 3.93759 -3.55694
C -3.93265 4.90689 -2.63464
C -3.53155 4.81429 -1.31324
C -2.73715 3.74889 -0.90394
H -1.46585 4.35429 0.71756
H -3.05715 3.79199 1.23146
H -1.87635 0.68189 -1.76544
H -0.48825 1.75599 -1.73664
H -2.48705 2.10169 -3.86024
H -3.86315 4.01739 -4.58544
H -4.54755 5.73539 -2.95014
H -3.83105 5.56909 -0.60204
```

---

(2)
Computed, not measured: the molecule C27H23N3 in a non-equilibrium geometry, with ωB97M-V/def2-TZVPD.

Calculated values
LUMO ... -0.033 eV
Net charge ... 0
HOMO energy ... -7.8 eV
Energy above the lowest of the compared OMol25 structures with the same formula, charge and spin ... 0.00 kcal per mole
Kohn-Sham gap ... 7.805 eV
SMILES ... Cc1ccc([C@@H](c2cn(C)c3ccccc23)[C@@](C)(C#N)c2ccc(C#N)cc2)cc1
Energy ... -32841.9069 eV

```
53
C27H23N3 ωB97M-V/def2-TZVPD
C -7.65118 -3.34702 5.72639
C -6.44105 -2.52229 5.41289
C -5.18419 -3.04358 5.71475
C -4.04033 -2.28897 5.48530
C -4.15272 -0.99215 4.98528
C -2.87502 -0.17074 4.71632
C -1.86788 -0.21150 5.84549
C -0.61520 0.40142 5.81258
N -0.03039 0.37090 7.03813
C 1.20783 1.05538 7.34593
C -0.89770 -0.22825 7.94713
C -0.74833 -0.25940 9.32318
C -1.85996 -0.69657 10.07044
C -3.04728 -1.06449 9.41832
C -3.18990 -0.94644 8.02820
C -2.10287 -0.55005 7.25003
C -2.43302 -0.43250 3.27811
C -2.83725 -1.80079 2.66335
C -3.16934 0.56158 2.45750
N -3.72936 1.29178 1.74120
C -0.92931 -0.21552 2.99376
C -0.05195 -1.30022 2.93238
C 1.24870 -1.12290 2.46872
C 1.72311 0.15746 2.17300
C 3.06192 0.33212 1.65395
N 4.13235 0.45190 1.20026
C 0.88928 1.25856 2.37529
C -0.45078 1.07250 2.73146
C -5.40505 -0.48624 4.62350
C -6.54494 -1.25750 4.83037
H -8.56477 -2.83172 5.41770
H -7.61553 -4.31647 5.21638
H -7.70836 -3.55976 6.80110
H -5.11020 -4.03547 6.15430
H -3.05394 -2.69569 5.71043
H -3.21477 0.88935 4.75077
H -0.07499 0.85482 4.99760
H 1.54692 0.73182 8.33248
H 1.96060 0.80936 6.58534
H 1.06038 2.14814 7.34886
H 0.19453 0.04845 9.77854
H -1.79798 -0.74445 11.15589
H -3.88249 -1.43902 10.01300
H -4.15454 -1.15389 7.57057
H -2.30413 -2.64969 3.09948
H -3.92183 -1.97544 2.72312
H -2.54838 -1.76036 1.59579
H -0.37934 -2.30016 3.21769
H 1.90099 -1.98852 2.34565
H 1.26968 2.27006 2.22723
H -1.11177 1.93741 2.83339
H -5.47310 0.50879 4.16591
H -7.53220 -0.87204 4.55883
```

---

(3)
Computed, not measured: a structure of composition C27H23N5O6Ti in a non-equilibrium geometry, with ωB97M-V/def2-TZVPD.

Calculated values
LUMO (spin up / spin down) ... -3.722 / -3.799 eV
Net charge ... +1
HOMO energy (spin up / spin down) ... -9.4 / -11.3 eV
Energy above the lowest of the compared OMol25 structures with the same formula, charge and spin ... 7.44 kcal per mole
⟨S²⟩ ... 0.762
Kohn-Sham gap (spin up / spin down) ... 5.686 / 7.459 eV
Spin multiplicity ... 2
Energy ... -71218.2252 eV

```
62
C27H23N5O6Ti ωB97M-V/def2-TZVPD
Ti -0.02833 -0.13959 0.38003
C 0.71202 3.74679 2.13448
C 0.20726 2.38446 1.80050
N 0.64447 1.67212 0.75123
N 1.63427 2.19388 -0.10505
C 1.90088 1.30481 -0.98056
O 1.18483 0.14782 -0.96878
C 2.99996 1.40900 -1.94866
C 3.72310 2.59040 -2.08936
C 4.78314 2.63653 -2.97704
C 5.12561 1.50938 -3.71873
C 4.40591 0.33342 -3.57609
C 3.33755 0.28281 -2.69121
C -0.75614 1.67779 2.56236
C -1.22769 2.08543 3.82601
C -2.03989 1.25249 4.53757
C -2.39782 -0.00793 4.00207
C -1.93410 -0.34880 2.77113
N -1.14770 0.47675 2.02508
H 1.43017 4.07975 1.39200
H 1.20514 3.74926 3.11017
H -0.10631 4.46866 2.18113
H 3.45613 3.45837 -1.50056
H 5.34982 3.55115 -3.09098
H 5.95788 1.55241 -4.40929
H 4.67579 -0.54260 -4.15103
H 2.77151 -0.63032 -2.56677
H -0.92583 3.04596 4.22096
H -2.39410 1.54565 5.51726
H -3.02006 -0.69972 4.55137
H -2.17889 -1.30735 2.32912
O -1.52269 1.21244 -0.83469
C -2.86540 0.75027 -0.70576
C -2.79666 -0.74330 -0.54998
C -3.93637 -1.51627 -0.44782
C -3.80108 -2.89029 -0.35555
C -2.53707 -3.46554 -0.39760
C -1.44560 -2.63617 -0.49426
N -1.57085 -1.28986 -0.54192
H -1.48186 2.16088 -1.00371
H -3.44665 0.99259 -1.59570
H -3.35056 1.19314 0.16646
H -4.91024 -1.04360 -0.44699
H -4.68111 -3.51453 -0.26392
H -2.39436 -4.53568 -0.35975
H -0.43083 -3.01408 -0.52970
O 1.81092 -2.65438 0.07095
C 1.96870 -1.79893 0.90046
O 0.88530 -1.23156 1.53616
C 3.29749 -1.23928 1.24590
C 3.43843 -0.09423 2.01847
C 4.69627 0.45293 2.22018
C 5.77563 -0.18416 1.64972
C 5.67326 -1.33545 0.89610
C 4.41049 -1.86062 0.68619
N 7.13240 0.40258 1.85199
O 7.19071 1.51212 2.33327
O 8.07612 -0.23212 1.43771
H 2.56809 0.37620 2.45888
H 4.84631 1.35274 2.79796
H 6.56023 -1.79282 0.48435
H 4.27492 -2.74667 0.08194
```

---

(4)
Computed, not measured: a structure of composition C27H23N7OSV in a non-equilibrium geometry, with ωB97M-V/def2-TZVPD.

Calculated values
LUMO (spin up / spin down) ... -1.132 / -1.353 eV
Net charge ... 0
HOMO energy (spin up / spin down) ... -6.7 / -6.9 eV
Energy above the lowest of the compared OMol25 structures with the same formula, charge and spin ... 14.04 kcal per mole
⟨S²⟩ ... 3.876
Kohn-Sham gap (spin up / spin down) ... 5.569 / 5.498 eV
Spin multiplicity ... 4
Energy ... -77372.0377 eV

```
60
C27H23N7OSV ωB97M-V/def2-TZVPD
V 0.24236 1.55716 -0.60996
C 0.47838 3.89869 2.88159
C 0.13091 3.30140 1.55346
N 0.69740 2.20873 1.07750
N 1.69005 1.60784 1.73489
C 2.22448 0.68061 0.96360
O 1.79300 0.48762 -0.22082
C 3.35830 -0.08605 1.49519
C 3.56516 -0.18498 2.86992
C 4.64175 -0.90166 3.35438
C 5.52640 -1.51326 2.47732
C 5.32555 -1.41222 1.10929
C 4.24168 -0.70984 0.61763
C -0.81631 3.85704 0.64551
C -1.60026 4.99683 0.89341
C -2.39761 5.49958 -0.10820
C -2.39618 4.85886 -1.34937
C -1.64891 3.70547 -1.50798
N -0.88814 3.18727 -0.54614
H 1.31705 3.34334 3.29333
H -0.36939 3.83456 3.56546
H 0.75750 4.94583 2.77709
H 2.86724 0.29938 3.53430
H 4.79742 -0.99059 4.41971
H 6.37537 -2.06388 2.85837
H 6.01792 -1.88604 0.42755
H 4.07011 -0.62204 -0.44571
H -1.56131 5.46104 1.86629
H -3.00763 6.37517 0.05950
H -2.97870 5.24157 -2.17175
H -1.66138 3.16746 -2.45020
S 0.27158 1.43030 -2.94889
C -0.61515 -0.06524 -2.78246
N -1.00555 -0.60163 -3.92152
N -1.57065 -1.80892 -4.01939
C -1.13985 -3.03353 -3.55900
C 0.10233 -3.20715 -2.94045
C 0.54544 -4.47466 -2.62254
C -0.24143 -5.58682 -2.88755
C -1.48985 -5.41964 -3.47058
C -1.93508 -4.16012 -3.81415
N -1.03200 -0.53845 -1.61626
N -0.97495 0.22508 -0.54830
C -1.64747 -0.27281 0.55534
C -2.03814 -1.61758 0.61700
C -2.69354 -2.09540 1.73392
C -2.96257 -1.25781 2.80413
C -2.60656 0.08177 2.73479
C -1.96439 0.58002 1.61859
H -2.24198 -1.84199 -4.78172
H 0.71966 -2.34239 -2.75000
H 1.52008 -4.60208 -2.17255
H 0.11667 -6.57633 -2.64470
H -2.11311 -6.28253 -3.66155
H -2.90081 -4.03518 -4.28443
H -1.81694 -2.25942 -0.22409
H -3.01941 -3.12496 1.75397
H -3.47070 -1.64301 3.67527
H -2.85524 0.74960 3.54551
H -1.73259 1.63601 1.54645
```